1.
The following is a DFT calculation (ωB97M-V/def2-TZVPD) of a single C9H5NOS molecule at a distorted geometry.

Geometry as ORCA input:
```
! RIJCOSX wB97M-V def2-TZVPD def2/J DEFGRID3
* xyz 0 1
O 0.23860 2.70660 -0.12630
C 0.23154 1.47830 -0.04159
C -0.88903 0.48140 0.03777
S -2.57225 0.50568 0.09348
C -2.63292 -1.21693 0.07320
C -1.33939 -1.82721 -0.13641
C -0.38217 -0.79480 -0.02995
N 0.99376 -0.74651 -0.13905
C 2.13561 -1.53716 -0.05574
C 3.28546 -0.72879 0.15751
C 2.73439 0.58645 0.11716
C 1.41951 0.56472 -0.09598
H -3.57710 -1.66912 0.12338
H -1.16200 -2.90195 -0.28285
H 2.02095 -2.60527 0.02475
H 4.33844 -0.83509 0.32091
H 3.29260 1.45752 0.14612
*
```

For the largest force on an atom, the calculation gives 3.345 eV/A. Its HOMO energy is -8.5 eV. For the frontier orbital gap, the calculation gives 7.965 eV.

Löwdin atomic charge list, values in e, 5 entries:
1. O 0.080
2. C -0.277
3. C -0.428
4. S 1.081
5. C -0.359


2.
The following is a DFT calculation (ωB97M-V/def2-TZVPD) of a 2-piece molecular cluster, C2H10NOS2 overall.

Geometry as ORCA input:
```
! RIJCOSX wB97M-V def2-TZVPD def2/J DEFGRID3
* xyz 1 1
N -1.33422 -0.84290 -0.75381
C -0.01081 -1.23664 -0.11417
C 1.11780 -0.44016 -0.72994
S 2.55154 -0.36194 0.41632
S 2.55469 1.63930 0.85608
H -1.73213 -0.07457 -0.17174
H -1.98187 -1.61952 -0.87386
H -1.10855 -0.45076 -1.66688
H 0.09162 -2.30964 -0.15240
H -0.03819 -0.90754 0.92058
H 1.49361 -0.80014 -1.68401
H 0.88159 0.61636 -0.79083
H 2.85504 1.50935 2.15437
H -1.01980 1.93665 1.02476
H -2.54776 1.95696 0.78865
O -1.77255 1.38519 0.77687
*
```

For the largest force on an atom, the calculation gives 0.980 eV/A. Its HOMO energy is -12.0 eV. For the frontier orbital gap, the calculation gives 8.654 eV. The energy relative to the best compared isomer or geometry (same formula, charge and spin) comes out at 47.6 kJ/mol.

Löwdin atomic charge list, values in e, 5 entries:
1. N 0.181
2. C -0.205
3. C -0.544
4. S 0.470
5. S 0.359


3.
The following is a DFT calculation (ωB97M-V/def2-TZVPD) of C2FOSr as an isolated structure at a distorted geometry.

Geometry as ORCA input:
```
! RIJCOSX wB97M-V def2-TZVPD def2/J DEFGRID3
* xyz 1 1
C -1.06959 -1.03578 -0.83201
C -1.13553 0.17152 -0.14824
O -0.57470 -0.72993 0.77928
F -2.13357 0.93091 0.23208
Sr 1.58720 -0.14380 -0.23485
*
```

For the largest force on an atom, the calculation gives 3.709 eV/A. Its HOMO energy is -12.7 eV. For the frontier orbital gap, the calculation gives 6.796 eV.

Löwdin charges, unit e, in atom order:
1. C 0.151
2. C -0.640
3. O -0.357
4. F 0.114
5. Sr 1.733


4.
The following is a DFT calculation (ωB97M-V/def2-TZVPD) of C5H8O2 as an isolated structure.

Geometry as ORCA input:
```
! RIJCOSX wB97M-V def2-TZVPD def2/J DEFGRID3
* xyz 0 1
C -1.40792 1.08150 -0.33554
C -0.16406 0.32048 0.02892
C -0.07085 -0.25224 1.42766
O 1.34650 -0.46668 1.34507
C 1.39182 0.18956 0.09514
C 0.58511 -0.51595 -0.94016
O 0.36809 -1.88417 -1.03368
H -1.67970 1.86721 0.37793
H -1.43871 1.48065 -1.35262
H -2.17159 0.29323 -0.28602
H -0.64855 -1.14896 1.67210
H -0.27735 0.54220 2.15972
H 2.27853 0.79291 -0.09123
H 0.66652 0.01250 -1.89801
H 1.22217 -2.31223 -1.16930
*
```

For the largest force on an atom, the calculation gives 0.463 eV/A. Its HOMO energy is -9.2 eV. For the frontier orbital gap, the calculation gives 10.098 eV. The energy relative to the best compared isomer or geometry (same formula, charge and spin) comes out at 278.9 kJ/mol.

Löwdin atomic charge list, values in e, 5 entries:
1. C -0.021
2. C -0.323
3. C -0.120
4. O -0.055
5. C -0.140


5.
The following is a DFT calculation (ωB97M-V/def2-TZVPD) of C5H14N2O3 as an isolated structure at a distorted geometry.

Geometry as ORCA input:
```
! RIJCOSX wB97M-V def2-TZVPD def2/J DEFGRID3
* xyz 0 1
C -1.35752 0.85971 -0.57759
C -1.68011 -0.46032 1.93481
C -1.68734 -0.32957 -1.41131
O -0.87397 0.43955 1.21286
H -0.78355 1.66670 -1.01671
H -2.20725 1.33518 -0.10192
H -2.67750 -0.52349 1.48140
H -1.76218 -0.21001 2.99684
H -1.23478 -1.45840 1.99904
H -1.54353 -1.23272 -0.81804
H -2.73742 -0.25611 -1.71755
H -1.05493 -0.39007 -2.29300
C 1.65860 -0.62855 -1.39348
N 1.06851 0.26202 -0.40783
C 0.86144 -0.30951 0.92613
N 1.60176 1.57424 -0.50989
O 1.65276 0.37985 1.85680
O 0.80058 -1.53638 1.03590
H 2.33003 -0.25731 2.12852
H 1.50904 2.18382 0.29736
H 2.60929 1.53636 -0.68403
H 1.81159 -0.17416 -2.37392
H 1.04822 -1.51988 -1.51520
H 2.64825 -0.95098 -1.04918
*
```

For the largest force on an atom, the calculation gives 3.362 eV/A. Its HOMO energy is -8.0 eV. For the frontier orbital gap, the calculation gives 8.678 eV. The energy relative to the best compared isomer or geometry (same formula, charge and spin) comes out at 521.0 kJ/mol.

Löwdin atomic charge list, values in e, 5 entries:
1. C 0.016
2. C -0.133
3. C -0.088
4. O -0.215
5. H 0.086


6.
The following is a DFT calculation (ωB97M-V/def2-TZVPD) of a single C5H9NO2 molecule at a distorted geometry.

Geometry as ORCA input:
```
! RIJCOSX wB97M-V def2-TZVPD def2/J DEFGRID3
* xyz 0 1
C 0.02882 -0.88893 -1.78790
C 0.23733 -0.95074 -0.47802
C 0.82042 0.07604 0.36074
C 0.54377 1.40362 0.26866
N -0.21461 2.01833 -0.71342
O 1.04102 2.23973 1.23050
C -0.73261 -1.73393 0.58834
O -0.09091 -2.29461 1.68332
H 0.46874 -0.10069 -2.38081
H -0.61591 -1.58748 -2.29709
H 1.46558 -0.22782 1.17042
H -0.77973 2.79493 -0.38764
H -0.75139 1.36884 -1.28051
H 1.03774 3.14328 0.89732
H -1.59113 -1.10098 0.89381
H -1.12439 -2.57518 -0.00115
H 0.25728 -1.58442 2.23344
*
```

For the largest force on an atom, the calculation gives 3.900 eV/A. Its HOMO energy is -8.0 eV. For the frontier orbital gap, the calculation gives 8.555 eV. The energy relative to the best compared isomer or geometry (same formula, charge and spin) comes out at 233.6 kJ/mol.

Löwdin atomic charge list, values in e, 5 entries:
1. C 0.032
2. C -0.254
3. C -0.073
4. C -0.424
5. N 0.125